{"formula": "C44H66BKN5O4S", "method": "wB97M-V/def2-TZVPD", "symbols": ["C", "H", "H", "C", "C", "C", "H", "H", "H", "H", "C", "H", "H", "H", "H", "H", "H", "H", "N", "C", "C", "C", "H", "C", "H", "H", "H", "C", "H", "C", "H", "C", "H", "H", "K", "H", "C", "C", "C", "C", "C", "H", "C", "N", "H", "C", "C", "C", "C", "C", "C", "O", "H", "C", "H", "H", "H", "C", "H", "C", "H", "C", "C", "H", "H", "O", "H", "H", "C", "H", "H", "H", "B", "H", "H", "C", "H", "O", "H", "H", "H", "H", "C", "H", "C", "H", "S", "H", "C", "H", "H", "N", "H", "H", "H", "C", "H", "H", "C", "C", "C", "C", "H", "H", "H", "C", "C", "H", "C", "H", "O", "N", "H", "N", "H", "H", "H", "C", "C", "H", "H", "H"], "xyz": [[-2.5310, -4.9245, -2.1872], [-2.9697, 3.1455, -0.3806], [-2.7912, -5.6538, -1.4407], [5.5635, -0.9078, -0.1163], [-5.0287, 3.1250, 1.3877], [-4.2404, -1.2300, -0.4679], [4.5841, -2.8664, -2.7654], [-3.4458, -1.6953, 4.9662], [4.8708, -1.1957, 1.9724], [-4.5561, 2.1287, 3.7186], [-3.5946, -0.4581, 1.7383], [-1.0761, 1.2147, -4.5273], [-2.1716, -3.3779, -0.7745], [3.3078, 2.0148, -2.2136], [-4.6008, 3.8974, 2.0575], [0.8628, 2.8490, 3.6485], [-0.8517, -2.2416, 1.9927], [-5.2458, -1.3363, -0.2022], [3.6409, 2.9505, -2.3592], [-0.4783, -4.5363, -0.7058], [-2.9289, -2.8481, 2.4449], [4.7164, -1.5190, 0.8887], [-0.8627, -5.3542, -0.1357], [3.2902, 1.4061, 2.4555], [-3.4003, 1.3645, -5.1984], [-4.3305, 0.5345, 5.5017], [5.9667, -0.9368, -2.2297], [3.9496, -2.6057, 0.6298], [-0.7165, -0.0765, 2.3677], [-4.1440, 1.9172, 0.9821], [2.4799, 5.8197, -2.8884], [-0.6489, 0.8563, 2.9365], [2.1140, -0.6207, 3.5439], [2.8650, 0.6202, 1.8136], [0.6949, 1.3654, -0.4419], [-1.0297, -3.8929, 2.5696], [-0.9530, -3.0050, -2.5953], [3.8839, -3.1812, -0.6976], [-3.6113, -1.0055, 4.1278], [-4.0960, 0.2526, 4.4548], [-1.3644, -1.6693, -2.5861], [1.3229, 4.8162, 2.1857], [-1.5782, -3.9273, -1.5255], [-2.2643, -1.3190, -1.5205], [-4.6638, 1.4054, 0.2133], [0.0332, -2.6656, -4.7624], [-1.4122, -2.9140, 2.7098], [0.2143, 2.9999, 2.7142], [4.9301, 4.6749, -1.2221], [4.9521, 3.3889, -1.8768], [4.6575, -2.5176, -1.7389], [-0.0706, 1.7697, 2.0709], [5.1056, 5.7622, -3.0896], [2.7611, 3.8488, -2.7278], [-1.6211, 1.1569, 3.3397], [-0.0931, 0.7869, 3.8535], [0.3968, -4.9102, -1.3322], [-3.6946, -3.9698, 3.1991], [3.1229, -4.6658, -2.0176], [-3.4587, -1.4029, 2.7885], [-3.5341, -3.9523, 4.2708], [-4.0276, 0.8751, 2.0843], [-2.3116, 1.3181, -2.7114], [5.3418, 2.6322, -1.1369], [0.6435, -3.0185, -5.5454], [2.0337, 3.1623, 1.1085], [0.0362, -3.7373, -0.0976], [4.2931, 4.8015, -0.3292], [-4.2924, 1.1587, 3.3987], [5.6144, 3.4453, -2.7593], [-3.0661, 0.7843, -2.1752], [-3.9833, -1.7492, -2.6640], [-1.9124, -0.7440, -0.1763], [-2.0897, 1.6592, 0.4052], [4.0650, 3.0381, 1.2240], [-0.3064, -3.5244, -3.6732], [0.1392, -0.9399, 0.4153], [1.1183, -0.8830, 0.5560], [3.3354, -3.0979, 1.4029], [-0.0159, -0.5892, -5.5729], [2.4375, -4.6215, -0.2784], [-0.7069, 3.4182, 3.0870], [3.1695, 2.8460, 1.8819], [0.3582, 4.1312, 0.8621], [-1.1308, -0.8075, -3.7151], [4.3411, 1.1170, 2.5544], [1.1829, 3.4599, -3.2544], [-5.3120, 3.6898, 0.4887], [6.2542, 0.3040, 0.1928], [5.9387, 4.9028, -0.9337], [-5.9407, 2.7958, 1.9036], [-3.2492, -0.7538, 0.4063], [3.6411, -0.3858, 4.4830], [-3.2764, -4.3528, -2.6540], [4.1585, 6.6186, -1.8730], [-2.9916, 0.4269, -4.9065], [1.4048, -1.5304, -0.1086], [-4.7438, -3.8598, 3.0051], [4.4008, 5.6392, -2.2154], [3.0819, -4.2736, -1.0408], [-2.8004, 2.4829, 0.5302], [-1.8096, 0.5753, -3.9321], [-2.8337, 2.1895, -3.0189], [-3.0157, -3.0411, 1.3833], [-0.9929, -2.5614, 3.6730], [2.6254, 0.0162, 4.2930], [-0.3516, -1.3124, -4.8292], [3.3654, 3.5769, 2.7173], [-3.6141, -1.5500, -1.6673], [-0.0554, -4.5445, -3.6267], [2.7125, 1.3489, 3.8172], [3.1606, 5.1244, -2.7317], [-3.7812, -0.1882, -4.4527], [6.9678, 1.1971, 0.4908], [-2.6448, -0.0264, -5.8166], [-2.3552, 3.1652, 1.2923], [-1.5070, 1.4636, -1.9508], [5.4572, -1.4915, -1.4468], [0.9667, 3.9093, 1.6996], [-3.3936, -4.9164, 2.8451], [-1.9501, -5.4717, -2.9196], [1.9880, 0.0099, 5.1952]], "lumo_energy_ev": 1.65, "homo_lumo_gap_ev": 4.5, "e_tot_ha": -3313.87901, "total_charge": -1}

---

{"formula": "C33H26ClGaN2O2PSSbSe4", "method": "wB97M-V/def2-TZVPD", "symbols": ["H", "H", "H", "H", "C", "C", "H", "O", "H", "Sb", "C", "C", "C", "C", "C", "H", "H", "C", "H", "C", "S", "C", "N", "C", "H", "H", "Ga", "H", "C", "C", "C", "C", "H", "H", "H", "H", "O", "H", "H", "Se", "C", "C", "H", "C", "H", "H", "Se", "H", "C", "C", "Cl", "H", "C", "N", "Se", "C", "H", "H", "C", "Se", "H", "C", "C", "P", "C", "C", "C", "C", "C", "C", "C", "C"], "xyz": [[-1.2295, 6.7830, 3.1108], [-2.3599, 2.8034, -6.1382], [0.6342, 2.6638, -3.4702], [-0.4235, -3.5785, -5.9750], [-3.5485, 2.7790, -2.9716], [1.0725, 0.5614, -3.3633], [-3.5166, -3.7155, -3.0184], [-3.7628, 2.1208, -0.3007], [-0.2723, -6.1640, -2.2247], [-0.4350, -2.0220, 3.3938], [-3.0352, 1.3952, -0.9680], [-1.0236, -1.4382, -3.4081], [-2.0241, -3.7915, -4.5629], [-0.8901, 5.2275, 1.6768], [3.6178, 1.2946, -4.2924], [-2.6535, -1.6446, -2.0236], [-0.6833, 5.8985, 0.8535], [2.4940, -1.6649, -0.4251], [3.8450, -5.1393, -2.8695], [-3.4280, 3.1447, -4.2979], [3.8090, -2.5179, -1.2608], [-2.6472, -3.2382, -3.4537], [1.3429, -2.2587, -0.4578], [2.6667, -3.7630, -1.7066], [1.9280, -6.6693, -3.2331], [-2.3978, -4.7098, -4.9995], [-1.2803, -1.2531, 0.3066], [2.0007, -0.0483, 0.7414], [1.4150, -3.4463, -1.1582], [-2.7094, 1.8204, -2.4026], [-2.1523, -2.0760, -2.8823], [2.0785, -0.3900, -3.5399], [-0.8304, 1.1640, -5.1444], [-0.5978, -4.1275, -0.8570], [4.0896, -0.8013, -4.1274], [-4.3036, 3.2099, -2.3272], [-2.5619, 0.2540, -0.6337], [2.8517, 3.3011, -4.2883], [4.6010, 1.5775, -4.6494], [0.7264, -4.2538, 2.7521], [-1.4317, 3.4566, 3.7283], [-1.1093, 2.9352, 2.4746], [-1.7205, 5.1843, 4.9553], [2.6377, 2.2568, -4.0952], [-4.0973, 3.8850, -4.7212], [3.6644, -0.1410, 0.2287], [-0.5787, -1.8225, 5.7586], [1.8883, -1.4250, -3.2919], [-1.4727, 4.8200, 3.9654], [1.3793, 1.8946, -3.6344], [-0.4896, 3.2961, -0.1492], [0.4357, -1.5127, -4.9851], [-1.5974, 1.6177, -4.5276], [2.7216, -0.4704, 0.1286], [0.8301, 0.8549, 2.3317], [-1.1983, 5.7140, 2.9380], [-1.5793, 0.9408, 3.0406], [-1.6293, 2.7577, 4.5328], [-1.0464, 1.4687, 2.2460], [-1.6680, -4.3821, 2.5889], [-1.5163, 1.2225, 1.2960], [-0.4249, -1.9903, -4.5384], [-0.9167, -3.1591, -5.1057], [-0.4593, 0.0631, -2.4889], [-0.8508, 3.8596, 1.4630], [3.3321, -0.0343, -4.0077], [2.8701, -4.9114, -2.4555], [-1.6910, 1.2576, -3.1802], [-2.4545, 2.5457, -5.0895], [1.7953, -5.7648, -2.6519], [0.5515, -5.4741, -2.0874], [0.3519, -4.3302, -1.3367]], "lumo_energy_ev": 3.79, "homo_lumo_gap_ev": 5.2, "e_tot_ha": -14503.82445, "total_charge": -2}

---

{"formula": "C25H35CrO5Si3Te", "method": "wB97M-V/def2-TZVPD", "symbols": ["H", "H", "H", "H", "H", "C", "C", "C", "Si", "H", "C", "H", "H", "H", "C", "H", "H", "Cr", "H", "C", "O", "H", "O", "H", "H", "H", "O", "H", "C", "H", "C", "C", "C", "C", "C", "C", "C", "H", "C", "C", "C", "O", "C", "C", "H", "H", "Si", "C", "H", "H", "H", "H", "C", "O", "H", "Te", "C", "H", "H", "H", "H", "H", "C", "H", "H", "Si", "C", "C", "H", "H"], "xyz": [[-1.8217, -1.7114, -4.7078], [-0.3627, 4.6981, 1.9978], [2.6602, -7.2273, 0.3432], [2.1357, -0.2317, -4.0540], [1.8634, -0.8495, -1.3997], [1.2162, -6.3043, 1.6458], [-4.7203, 0.7072, 2.2968], [0.0224, -4.3827, 0.7639], [-0.3813, 2.5928, 0.6305], [-0.2519, -5.1804, 2.7317], [-1.0931, 3.5840, -0.8376], [5.3885, 3.0859, 0.3952], [1.9337, -2.1877, -0.2463], [-1.0911, 2.4769, -4.8043], [0.2831, -5.2877, 1.7965], [0.5673, -3.8350, -1.2332], [-2.1782, 3.6771, -0.7359], [-1.0334, 0.2099, 0.8139], [-2.6445, -0.1759, -4.9720], [-1.6993, -0.7043, -5.1092], [-3.8489, 1.7695, 2.5361], [-0.8881, 3.0676, -1.7749], [-1.9545, -0.0422, 4.9321], [-0.4418, 3.2796, 3.0572], [-3.8653, -2.3485, 1.6481], [1.5306, 4.9120, 0.1377], [-1.2925, 0.3295, 2.8300], [0.0631, 1.8837, -6.0139], [3.5175, 4.1384, 0.2394], [1.3962, -6.9895, 2.4680], [3.6995, 1.7782, 0.6334], [-3.1223, 1.6139, 3.7530], [-0.6305, 0.2617, -2.4413], [1.5138, 2.7862, 0.4948], [0.7461, -4.5303, -0.4222], [2.3070, 1.6430, 0.6712], [2.0719, -0.7186, 2.5737], [2.2375, -5.6191, -1.5026], [1.6860, -5.5405, -0.5715], [1.3012, -0.7227, -4.5576], [-4.0219, -0.4652, 1.6283], [-4.4560, -1.6504, 2.0353], [2.1373, 4.0206, 0.2782], [2.2124, -1.1443, -0.4096], [-5.4830, 1.0497, 1.5900], [1.5143, -0.7598, -5.6304], [1.4207, -0.0397, 0.9216], [-2.0490, 0.5017, 3.8309], [-2.6032, 2.5614, 3.8985], [-1.4958, -0.7779, -6.1822], [-5.2169, 0.3586, 3.2091], [1.7072, -1.7381, 2.7204], [-0.8359, 0.2515, -1.2303], [-3.1752, -0.3205, 0.7747], [-3.8220, 1.4557, 4.5800], [-1.4109, -2.8468, 0.9651], [4.3058, 3.0059, 0.4220], [1.7160, -0.1197, 3.4133], [-0.6698, 4.5943, -0.8817], [3.3058, -1.0734, -0.3793], [4.3256, 0.8999, 0.7690], [0.6323, 2.4816, -4.4439], [-0.1608, 1.9222, -4.9434], [-1.8969, 3.8354, 2.2055], [1.2474, -1.7445, -4.1776], [-0.3069, 0.1921, -4.2067], [1.9249, -6.4389, 0.4599], [-0.8151, 3.7073, 2.1243], [3.9818, 5.1053, 0.0696], [3.1683, -0.7300, 2.5840]], "lumo_energy_ev": [4.44, 4.44], "homo_lumo_gap_ev": [5.8, 5.5], "e_tot_ha": -3530.89929, "s2": 3.949, "multiplicity": 4, "total_charge": -2}

---

{"formula": "CH15NO6", "method": "wB97M-V/def2-TZVPD", "symbols": ["H", "O", "O", "H", "C", "H", "H", "H", "O", "N", "H", "H", "H", "H", "H", "O", "H", "O", "H", "H", "O", "H", "H"], "xyz": [[1.5026, 0.3213, -2.2455], [1.7636, -0.4526, 1.7921], [-2.0912, -2.6183, 0.1666], [-1.5045, -3.2973, 0.5109], [0.9148, 1.0417, -1.6440], [0.1731, -1.3136, -1.3410], [-2.2919, -2.8903, -0.8032], [-2.5180, 2.0163, 1.0033], [-1.0347, -0.6544, 3.2560], [1.9569, 2.0450, -1.2956], [-1.3083, 0.2568, 3.1703], [0.7355, 0.0507, 0.1182], [0.0325, -2.0130, -2.6962], [1.9961, 0.0560, 1.0700], [0.1308, 1.4508, -2.1995], [0.7763, -1.7319, -2.0760], [-1.6808, -1.0445, 2.7711], [-1.6065, 1.9409, 0.8824], [0.7903, -0.2690, 1.9287], [2.7003, 1.5863, -0.8354], [0.2480, 0.4892, -0.5391], [-1.2741, 2.0301, -0.0596], [1.5891, 2.9998, -0.9345]], "lumo_energy_ev": 0.26, "homo_lumo_gap_ev": 10.0, "e_tot_ha": -553.21699, "smiles": "NCO.O.O.O.O.O", "total_charge": 0}

---

Q: Which formula does entry 1 have?
A: C44H66BKN5O4S

---

Repeat the third record exactly.
{"formula": "C25H35CrO5Si3Te", "method": "wB97M-V/def2-TZVPD", "symbols": ["H", "H", "H", "H", "H", "C", "C", "C", "Si", "H", "C", "H", "H", "H", "C", "H", "H", "Cr", "H", "C", "O", "H", "O", "H", "H", "H", "O", "H", "C", "H", "C", "C", "C", "C", "C", "C", "C", "H", "C", "C", "C", "O", "C", "C", "H", "H", "Si", "C", "H", "H", "H", "H", "C", "O", "H", "Te", "C", "H", "H", "H", "H", "H", "C", "H", "H", "Si", "C", "C", "H", "H"], "xyz": [[-1.8217, -1.7114, -4.7078], [-0.3627, 4.6981, 1.9978], [2.6602, -7.2273, 0.3432], [2.1357, -0.2317, -4.0540], [1.8634, -0.8495, -1.3997], [1.2162, -6.3043, 1.6458], [-4.7203, 0.7072, 2.2968], [0.0224, -4.3827, 0.7639], [-0.3813, 2.5928, 0.6305], [-0.2519, -5.1804, 2.7317], [-1.0931, 3.5840, -0.8376], [5.3885, 3.0859, 0.3952], [1.9337, -2.1877, -0.2463], [-1.0911, 2.4769, -4.8043], [0.2831, -5.2877, 1.7965], [0.5673, -3.8350, -1.2332], [-2.1782, 3.6771, -0.7359], [-1.0334, 0.2099, 0.8139], [-2.6445, -0.1759, -4.9720], [-1.6993, -0.7043, -5.1092], [-3.8489, 1.7695, 2.5361], [-0.8881, 3.0676, -1.7749], [-1.9545, -0.0422, 4.9321], [-0.4418, 3.2796, 3.0572], [-3.8653, -2.3485, 1.6481], [1.5306, 4.9120, 0.1377], [-1.2925, 0.3295, 2.8300], [0.0631, 1.8837, -6.0139], [3.5175, 4.1384, 0.2394], [1.3962, -6.9895, 2.4680], [3.6995, 1.7782, 0.6334], [-3.1223, 1.6139, 3.7530], [-0.6305, 0.2617, -2.4413], [1.5138, 2.7862, 0.4948], [0.7461, -4.5303, -0.4222], [2.3070, 1.6430, 0.6712], [2.0719, -0.7186, 2.5737], [2.2375, -5.6191, -1.5026], [1.6860, -5.5405, -0.5715], [1.3012, -0.7227, -4.5576], [-4.0219, -0.4652, 1.6283], [-4.4560, -1.6504, 2.0353], [2.1373, 4.0206, 0.2782], [2.2124, -1.1443, -0.4096], [-5.4830, 1.0497, 1.5900], [1.5143, -0.7598, -5.6304], [1.4207, -0.0397, 0.9216], [-2.0490, 0.5017, 3.8309], [-2.6032, 2.5614, 3.8985], [-1.4958, -0.7779, -6.1822], [-5.2169, 0.3586, 3.2091], [1.7072, -1.7381, 2.7204], [-0.8359, 0.2515, -1.2303], [-3.1752, -0.3205, 0.7747], [-3.8220, 1.4557, 4.5800], [-1.4109, -2.8468, 0.9651], [4.3058, 3.0059, 0.4220], [1.7160, -0.1197, 3.4133], [-0.6698, 4.5943, -0.8817], [3.3058, -1.0734, -0.3793], [4.3256, 0.8999, 0.7690], [0.6323, 2.4816, -4.4439], [-0.1608, 1.9222, -4.9434], [-1.8969, 3.8354, 2.2055], [1.2474, -1.7445, -4.1776], [-0.3069, 0.1921, -4.2067], [1.9249, -6.4389, 0.4599], [-0.8151, 3.7073, 2.1243], [3.9818, 5.1053, 0.0696], [3.1683, -0.7300, 2.5840]], "lumo_energy_ev": [4.44, 4.44], "homo_lumo_gap_ev": [5.8, 5.5], "e_tot_ha": -3530.89929, "s2": 3.949, "multiplicity": 4, "total_charge": -2}